# 1
Below is C3H4O in the gas phase, with properties calculated with wB97M-V/def2-TZVPD.

Results
ΔE to the lowest compared entry with this formula, charge and spin   71.3 kcal/mol
HOMO energy   -10.6 eV
Frontier orbital gap   10.1 eV
DFT total energy   -5219.0449 eV
E_LUMO   -0.50 eV

```
8
Properties=species:S:1:pos:R:3:forces:R:3
O -0.783455 1.287898 0.086183 0.07 0.12 -0.21
C -0.566890 -0.086429 0.276061 -0.15 -0.34 0.04
C 1.370025 -0.959285 -0.806399 -0.25 0.22 0.67
C 0.926564 -0.432805 0.297204 0.27 -0.20 -0.52
H -0.474564 1.508337 -0.802294 -0.05 0.07 0.17
H -0.993691 -0.340751 1.248346 0.07 -0.01 -0.11
H -1.081899 -0.693465 -0.480060 0.09 0.12 0.10
H 1.536062 -0.187078 1.163578 -0.04 0.01 -0.15
```
Positions in Å, forces in eV/Å.

Results of the Mulliken charge analysis, in e, for atoms 1 through 4:
1 O -0.512
2 C -0.431
3 C -0.219
4 C -0.081

***

# 2
Below is C3H4O in the gas phase at a distorted geometry, with properties calculated with wB97M-V/def2-TZVPD.

Results
ΔE to the lowest compared entry with this formula, charge and spin   41.4 kcal/mol
SMILES string   C=CC=O
HOMO energy   -10.0 eV
Frontier orbital gap   10.3 eV
DFT total energy   -5220.3401 eV
E_LUMO   0.30 eV

```
8
Properties=species:S:1:pos:R:3:forces:R:3
C -0.708829 -0.026310 -0.005625 1.49 0.33 0.46
C 0.363791 0.708632 0.065211 3.86 1.97 -1.38
C 1.977450 -0.101167 0.016129 1.65 1.35 0.42
O 3.215476 0.124028 -0.015378 -5.33 0.76 0.05
H -1.627432 0.410508 -0.148479 -2.04 0.91 -0.23
H -0.658447 -1.028871 0.167852 -0.02 -2.88 0.18
H 0.188049 1.806724 -0.153883 1.04 -1.22 0.52
H 1.727835 -1.137086 0.032577 -0.65 -1.23 -0.03
```
Positions in Å, forces in eV/Å.

Results of the Mulliken charge analysis, in e, for atoms 1 through 4:
1 C -0.680
2 C -0.036
3 C 0.127
4 O -0.452